Entry 1
14
Properties=species:S:1:pos:R:3 method="wB97M-V/def2-TZVPD" lumo_ev="-0.43 / -1.16" homo_energy_ev="-8.30 / -7.99" smiles="[S-][N+]1=CCN(S)[C@@H]1S"
C -0.4479 -1.5186 0.0055
C 0.9087 -1.1113 0.0969
C -0.4732 0.8517 -0.2019
N 0.9111 0.4283 0.0183
N -1.2468 -0.2868 -0.3124
S -2.9265 -0.3534 -0.5509
S -1.1526 1.9885 1.2740
S 1.9888 0.9604 -1.2162
H -0.9029 -2.5048 -0.1884
H 1.5442 -1.5421 0.9714
H 1.4187 -1.4686 -0.7417
H -0.7163 1.5696 -0.9243
H -1.5271 1.1864 2.2190
H 2.6217 1.8006 -0.4493


Entry 2
14
Properties=species:S:1:pos:R:3 method="wB97M-V/def2-TZVPD" lumo_ev="-0.27 / -0.19" homo_energy_ev="-7.07 / -7.32"
C 1.1086 0.7652 0.0595
C -0.2734 0.8789 0.2393
C -0.6660 1.3972 1.6241
N 1.1837 -1.6105 -0.3412
N -0.0127 -1.7274 -0.8036
S 2.5266 1.4160 0.0911
S -1.1625 -0.9130 0.0512
S -0.2734 -1.7677 -2.6540
H -0.7502 1.3879 -0.5986
H -1.2151 0.6393 2.1745
H -1.2854 2.2861 1.5340
H 0.2302 1.6433 2.1926
H 1.9163 -1.8253 -1.0111
H -1.3267 -2.5699 -2.5576


Order of stability, best first: entry 1, entry 2


Entry 1
9
Properties=species:S:1:pos:R:3 method="wB97M-V/def2-TZVPD" lumo_ev="0.68 / -1.74" homo_energy_ev="-6.09 / -9.55" spin_multiplicity=3
C 0.9938 0.0074 -0.0554
C 0.1781 -1.1423 -0.0110
C -1.1726 0.8321 0.0514
C 0.1886 1.1852 0.0362
C -1.1745 -0.8320 0.0284
N -2.1799 0.0428 -0.0412
H 2.1434 -0.1757 -0.0439
H 0.6537 -2.1750 0.1957
H 0.3693 2.2575 -0.1601


Entry 2
9
Properties=species:S:1:pos:R:3 method="wB97M-V/def2-TZVPD" lumo_ev="0.30 / -2.94" homo_energy_ev="-6.08 / -10.08" spin_multiplicity=3
C 0.1162 -0.3104 -0.5902
C 0.4137 -0.0371 -1.7588
C 1.2335 1.2662 -2.1231
C -0.5805 0.1378 1.7103
C -0.3479 -0.6259 0.6916
N 1.1334 0.2863 -2.8771
H -1.0080 -0.2332 2.6234
H -0.4805 1.2470 1.7471
H -0.4800 -1.7308 0.5767


Order of stability, best first: entry 1, entry 2


Entry 1
7
Properties=species:S:1:pos:R:3 method="wB97M-V/def2-TZVPD" lumo_ev=-0.79 homo_energy_ev=-9.87 smiles=COOBr
C -0.9383 -0.1823 0.0520
O 0.3369 -0.0414 0.5906
O 1.4811 0.1236 -0.5816
Br 3.0365 0.6500 0.1055
H -1.5197 -0.3335 1.1183
H -1.0861 -0.9499 -0.8298
H -1.3105 0.7335 -0.4550


Entry 2
7
Properties=species:S:1:pos:R:3 method="wB97M-V/def2-TZVPD" lumo_ev=0.87 homo_energy_ev=-9.99 smiles=OOCBr
C 0.5474 0.2186 -0.5742
O -1.2655 -0.8240 0.6108
O 0.1334 -0.6740 0.5970
Br 0.8927 2.0046 0.0710
H 1.4584 -0.2093 -0.9796
H -0.2839 0.2479 -1.2758
H -1.4825 -0.7638 1.5508


Order of stability, best first: entry 2, entry 1


Entry 1
60
Properties=species:S:1:pos:R:3 method="wB97M-V/def2-TZVPD" total_charge=-2 lumo_ev=4.08 homo_energy_ev=-1.25
Zr 0.2615 0.4261 -2.1485
Se 0.9553 1.6889 -4.6639
Se 1.4245 3.9267 -4.3934
Te -2.8493 0.1144 -5.6656
Se -1.4179 1.5907 -4.1656
C -2.0227 3.4206 -0.6076
Si -0.3732 2.5016 -0.2852
C 0.9105 3.9138 -0.3115
C -0.4276 2.1356 1.6214
C -1.3615 2.8690 2.3633
C -1.4386 2.8208 3.7486
C -0.5638 2.0142 4.4475
C 0.3550 1.2523 3.7396
C 0.4481 1.2772 2.3421
Si 1.7352 0.0991 1.6011
C 3.3395 0.9531 1.1789
C 2.1305 -1.1871 2.9301
H -2.0668 4.3986 -0.1174
H -2.8939 2.8405 -0.2872
H -2.1121 3.5893 -1.6843
H 0.6188 4.7247 0.3652
H 1.0185 4.3068 -1.3255
H 1.8894 3.5464 0.0023
H -2.0562 3.5152 1.8409
H -2.1794 3.4158 4.2727
H -0.5980 1.9612 5.5303
H 1.0105 0.6006 4.3060
H 3.8839 1.1959 2.0961
H 3.1531 1.8714 0.6243
H 3.9578 0.3195 0.5425
H 2.6528 -0.7893 3.8034
H 2.7752 -1.9496 2.4873
H 1.2172 -1.6839 3.2666
O 1.0330 -0.7552 0.3681
C 1.4867 -0.8837 -1.0125
O 2.1435 0.2125 -1.4657
C 1.9750 -2.2352 -1.3833
C 2.7865 -3.0205 -0.5718
C 3.2233 -4.2694 -0.9879
C 2.8451 -4.7313 -2.2450
C 2.0292 -3.9643 -3.0589
C 1.5574 -2.7132 -2.6381
S 0.4238 -1.8064 -3.6219
H 3.0799 -2.6374 0.3982
H 3.8575 -4.8722 -0.3479
H 3.1826 -5.7035 -2.5891
H 1.7199 -4.3339 -4.0293
N -4.9208 -2.3918 0.6752
C -3.8305 -1.8150 0.0345
C -3.9321 -0.5665 -0.5747
C -2.8185 -0.0189 -1.1701
N -1.6239 -0.6221 -1.2041
C -1.5369 -1.8303 -0.6363
C -2.5892 -2.4467 0.0047
H -5.8154 -2.0644 0.3474
H -4.8814 -3.3957 0.7480
H -4.8716 -0.0295 -0.5959
H -2.8770 0.9473 -1.6546
H -0.5721 -2.3119 -0.6994
H -2.4500 -3.4210 0.4557


Entry 2
60
Properties=species:S:1:pos:R:3 method="wB97M-V/def2-TZVPD" total_charge=-2 lumo_ev=3.94 homo_energy_ev=-1.30
Zr -0.1903 -0.1280 0.6276
Se 1.0380 -1.6789 -1.5197
Se 1.8037 -0.9851 -3.5909
Te 3.2716 -2.5957 1.9538
Se 2.4947 -0.8933 0.2333
C -0.2244 2.2426 -2.3200
Si 0.8957 2.0144 -0.7909
C 2.6694 2.0241 -1.4719
C 0.8210 3.6866 0.1616
C 1.6703 4.7690 -0.0881
C 1.5688 5.9511 0.6351
C 0.6018 6.0748 1.6256
C -0.2555 5.0117 1.8794
C -0.1578 3.8165 1.1634
Si -1.2617 2.2854 1.4074
C -1.7376 2.3245 3.2577
C -2.8928 2.6977 0.5106
H -0.2046 3.2758 -2.6819
H -1.2619 1.9684 -2.1158
H 0.1414 1.5746 -3.1050
H 2.8194 2.8780 -2.1430
H 2.8690 1.1181 -2.0449
H 3.4029 2.0902 -0.6626
H 2.4355 4.6869 -0.8534
H 2.2470 6.7740 0.4323
H 0.5233 6.9925 2.1999
H -1.0058 5.1123 2.6594
H -2.3466 3.2060 3.4885
H -0.8508 2.3514 3.8973
H -2.3180 1.4356 3.5142
H -3.2920 3.6575 0.8560
H -3.6332 1.9196 0.7159
H -2.7504 2.7522 -0.5699
O -2.2789 -0.4228 1.6961
C -2.5469 -1.0082 0.6149
O -2.0605 -0.5698 -0.4824
C -3.1074 -2.3810 0.6632
C -4.4209 -2.7360 0.4229
C -4.8024 -4.0693 0.5094
C -3.8416 -5.0230 0.8268
C -2.5227 -4.6620 1.0548
C -2.1106 -3.3242 0.9820
S -0.4335 -2.8818 1.2610
H -5.1452 -1.9705 0.1685
H -5.8297 -4.3593 0.3253
H -4.1225 -6.0689 0.8906
H -1.7808 -5.4162 1.2870
N 2.6363 -0.2148 6.4353
C 1.9277 -0.0779 5.2477
C 0.7533 -0.7883 5.0221
C 0.1232 -0.6738 3.8026
N 0.5961 0.0939 2.8170
C 1.6882 0.8298 3.0577
C 2.3669 0.7918 4.2505
H 2.4883 -1.1011 6.8924
H 3.6196 -0.0123 6.3413
H 0.3612 -1.4706 5.7652
H -0.7625 -1.2488 3.5675
H 2.0296 1.4579 2.2426
H 3.2679 1.3775 4.3757


Order of stability, best first: entry 1, entry 2


Entry 1
26
Properties=species:S:1:pos:R:3 method="wB97M-V/def2-TZVPD" total_charge=-1 lumo_ev=3.02 homo_energy_ev=-5.54
O 3.2739 0.5080 -1.8852
H 1.3228 -2.0942 0.6960
H 0.3574 -1.2646 -1.6407
O 0.8318 0.7377 3.2501
H 1.5669 0.9907 2.6693
O -1.3684 -2.2907 2.8851
H -0.8038 -1.6360 3.2989
H -0.8178 -2.9947 2.5287
O 0.1375 1.2449 -0.0219
H -1.0621 3.5679 -1.7951
H 0.3247 2.1822 -0.1221
O -0.5107 -1.6434 -1.4658
H 3.1367 -0.1992 -2.5233
H 0.1746 0.9046 -0.9643
O -0.3108 3.2753 -2.3106
H 0.8148 0.6749 -2.9824
H -0.3694 2.2849 -2.5539
O 0.7258 -1.7973 1.3886
H -0.1221 -1.6823 0.9376
H 0.6339 -0.0753 2.7596
O -3.2536 -0.2813 1.3748
H -3.6314 -1.1443 1.4959
H -2.3484 -0.0772 1.1443
O -0.0676 0.7524 -2.6006
H -1.0373 -0.8763 -1.7303
H 2.4024 0.9332 -1.8329


Entry 2
26
Properties=species:S:1:pos:R:3 method="wB97M-V/def2-TZVPD" total_charge=-1 lumo_ev=3.21 homo_energy_ev=-6.19
O -0.0585 -1.0974 0.3811
H 2.2834 -2.1281 0.6294
H -0.4002 -0.1560 0.0466
O 0.5754 0.7221 -2.9558
H 1.4287 1.1646 -2.8952
O 0.6153 -3.1195 -1.4481
H 1.4638 -2.7783 -1.1653
H 0.1602 -2.4372 -1.9463
O 1.3414 3.1358 -1.3968
H -0.8214 -1.6773 0.2320
H 0.8506 2.7639 -0.6522
O -1.0476 0.7994 -0.8910
H -1.8337 0.4860 -1.3625
H 0.6382 3.2015 -2.0547
O -1.4815 -2.2164 2.8355
H -0.8624 -2.0918 2.1085
H -1.9086 -1.3667 2.9737
O 2.7829 -1.4691 0.1199
H 2.0062 -1.0068 -0.2527
H 0.1257 0.7880 -2.0560
O -2.5461 2.6209 0.3572
H -1.8966 1.8998 0.1031
H -2.3693 3.2981 -0.3003
O 0.3819 0.0156 3.5319
H 0.6398 0.9219 3.3306
H -0.0675 -0.2730 2.7275


Order of stability, best first: entry 2, entry 1


Entry 1
17
Properties=species:S:1:pos:R:3 method="wB97M-V/def2-TZVPD" total_charge=-1 lumo_ev=-0.07 homo_energy_ev=-3.85
N 2.3508 -1.3752 0.5002
C 1.0255 -1.1607 0.0740
C 0.6375 0.1568 -0.3069
N -0.4973 0.7535 -0.4707
C -1.6005 -0.0238 0.1261
C -2.9252 0.6184 -0.2323
O -3.9258 -0.2401 -0.0193
O 4.0696 1.1944 0.1294
H 4.8796 0.7010 0.3112
H 2.8745 -0.6274 0.0092
H 2.3915 -1.1946 1.4994
H 0.5404 -2.0024 -0.4225
H 1.6063 0.7323 -0.2504
H -1.5748 -1.0534 -0.2616
H -1.5225 -0.0326 1.2158
H -3.0268 1.6378 0.2309
H -2.8410 1.0348 -1.2793


Entry 2
17
Properties=species:S:1:pos:R:3 method="wB97M-V/def2-TZVPD" total_charge=-1 lumo_ev=3.65 homo_energy_ev=-3.84 smiles="CNCCNC(=O)[O-]"
C -0.1227 -0.1936 -1.2942
N -1.4476 -0.4356 -0.7842
C -2.4998 0.4742 -1.0588
O -3.6388 0.0418 -0.7356
O -2.1669 1.5817 -1.5157
C 0.8172 0.4207 -0.2494
N 1.3477 -0.6424 0.6304
C 1.5878 -0.1447 1.9698
H 0.2958 -1.1717 -1.5887
H -0.1881 0.4333 -2.1738
H -1.6753 -1.2768 -0.2988
H 0.3630 1.2408 0.3151
H 1.6797 0.9163 -0.7274
H 0.7472 -1.4423 0.5751
H 2.3059 0.6836 1.9116
H 1.8595 -0.9356 2.6625
H 0.7353 0.4500 2.3621


Order of stability, best first: entry 2, entry 1